(1)
The following is a DFT calculation (the ωB97M-V functional and the def2-TZVPD basis) of one molecule with the formula C4H8N4.

Cartesian coordinates (Å):
H  -3.2563  0.1210  1.5198
N  -2.3831  -0.2326  1.7129
C  -1.8069  0.1024  0.6406
N  -0.3758  -0.0730  0.4998
C  0.3598  -0.9454  1.3708
N  1.5346  -1.1930  0.9201
H  2.0342  -1.8399  1.5081
C  0.1135  0.3292  -0.8289
N  1.3302  0.6546  -1.1790
C  1.2702  1.1742  -2.5525
H  -2.2680  0.4146  -0.4364
H  -0.0869  -1.1655  2.3029
H  -0.7318  0.4120  -1.5200
H  2.2302  0.5243  -3.1469
H  1.4846  2.4688  -2.4220
H  0.2331  1.0101  -3.2628

The value obtained for the highest occupied orbital energy is -9.04 eV. As for the LUMO energy: 0.805 eV. Its structure (SMILES) is [H]/N=C/N(/C=N/[H])/C=N/C. As for the multiplicity: 1. As for the orbital gap: 9.85 eV. The strongest force on any atom comes out at 0.0842 hartree/bohr.

=====

(2)
The following is a DFT calculation (the ωB97M-V functional and the def2-TZVPD basis) of one molecule with the formula C2H7N3O2.

Cartesian coordinates (Å):
C  -2.0451  -0.2666  -0.2707
N  -0.9044  -0.4591  0.6016
O  0.2345  -1.3674  -0.2934
C  1.1488  -0.6533  0.4308
N  2.2462  -0.2700  -0.2736
N  -0.0402  0.5414  0.8145
O  0.0031  1.5153  -0.3017
H  -2.5111  -1.2384  -0.4107
H  -1.7716  0.1811  -1.2256
H  -2.7342  0.3943  0.2610
H  1.3766  -1.0130  1.4363
H  2.0483  0.1462  -1.1726
H  3.0163  0.1370  0.2330
H  -0.0671  2.3524  0.1712

The value obtained for the highest occupied orbital energy is -8.79 eV. As for the LUMO energy: 0.735 eV. Its structure (SMILES) is CN1O[C@@H](N)N1O. As for the multiplicity: 1. As for the orbital gap: 9.52 eV. The strongest force on any atom comes out at 0.0374 hartree/bohr.

=====

(3)
The following is a DFT calculation (the ωB97M-V functional and the def2-TZVPD basis) of a 11-piece molecular cluster, C20H55N20O14PS overall.

Cartesian coordinates (Å):
C  5.8959  -0.8149  5.1029
O  4.6229  -0.1716  4.8747
C  4.5890  0.5496  3.6249
C  3.3068  0.0170  2.7701
O  2.5342  -0.8197  3.6587
C  1.1199  -0.6306  3.4914
C  0.5414  0.6343  4.3257
C  1.4121  1.6155  5.1312
C  0.8674  2.8136  5.9588
C  -0.6601  3.0440  5.9945
C  -1.5421  2.0467  5.1996
C  -1.0091  0.8669  4.3590
P  0.3111  -2.1667  4.3290
O  0.4332  -1.8337  6.0229
O  -1.3538  -2.2931  4.0057
S  1.2985  -3.8010  4.0179
H  6.7659  -0.0767  5.1866
H  5.8456  -1.3609  6.1185
H  6.0539  -1.6119  4.2862
H  4.3388  1.6472  3.8972
H  5.5638  0.5355  3.0350
H  3.7427  -0.5454  1.8651
H  2.7001  0.8887  2.3572
H  0.7799  -0.5855  2.3894
H  2.5340  1.4440  5.1480
H  1.6368  3.4712  6.5061
H  -1.0486  3.9073  6.6245
H  -2.6961  2.2017  5.2398
H  -1.7680  0.2160  3.8216
H  -0.4388  -1.4455  6.2660
H  -1.5742  -2.0783  3.0734
N  1.7388  -3.7958  -1.3423
C  1.6289  -3.0807  -0.1940
N  2.6534  -3.2437  0.6764
O  0.6780  -2.3455  0.0371
H  2.5098  -4.4041  -1.5513
H  0.9946  -3.7010  -2.0148
H  2.6057  -2.7284  1.5427
H  3.4423  -3.8407  0.5078
N  -5.0669  5.0365  4.2025
C  -5.2317  3.7194  3.9460
N  -6.4677  3.3774  3.5089
O  -4.3298  2.8961  4.0975
H  -5.7908  5.7241  4.0860
H  -4.1612  5.3307  4.5289
H  -6.6308  2.4032  3.3060
H  -7.2153  4.0333  3.3798
N  -9.3754  6.7129  5.5220
C  -8.8073  5.4829  5.5604
N  -9.4587  4.5788  6.3301
O  -7.7846  5.2099  4.9471
H  -10.2133  6.9574  6.0172
H  -8.9178  7.4126  4.9593
H  -9.0654  3.6524  6.3826
H  -10.2981  4.7813  6.8411
N  -6.0560  0.4723  5.3171
C  -7.2350  -0.1075  4.9924
N  -7.3825  -1.3828  5.4328
O  -8.1015  0.4732  4.3510
H  -5.3328  0.0145  5.8412
H  -5.9084  1.4206  5.0061
H  -8.2472  -1.8479  5.2103
H  -6.6853  -1.8766  5.9593
N  2.5708  7.6530  7.0797
C  2.4119  6.6052  6.2333
N  2.6744  6.8812  4.9320
O  2.0598  5.4991  6.6131
H  2.8590  8.5688  6.7879
H  2.3848  7.4868  8.0551
H  2.5672  6.1274  4.2726
H  2.9646  7.7822  4.5989
N  2.2820  -2.6959  -4.6047
C  2.1208  -3.7325  -5.4678
N  2.3749  -3.4371  -6.7624
O  1.7725  -4.8469  -5.0984
H  2.5664  -1.7748  -4.8831
H  2.1013  -2.8783  -3.6303
H  2.2679  -4.1800  -7.4333
H  2.6615  -2.5311  -7.0830
N  5.2671  -5.7162  -9.8706
C  5.1599  -4.9978  -8.7270
N  6.1907  -5.1577  -7.8566
O  4.2116  -4.2626  -8.4933
H  6.0389  -6.3237  -10.0771
H  4.5180  -5.6247  -10.5465
H  6.1473  -4.6402  -6.9941
H  6.9784  -5.7551  -8.0268
N  0.8576  -4.3158  -12.1174
C  2.0120  -5.0104  -12.2690
N  2.1279  -5.6701  -13.4461
O  2.8803  -5.0384  -11.4092
H  0.1322  -4.2793  -12.8096
H  0.7352  -3.8121  -11.2540
H  2.9744  -6.1991  -13.5955
H  1.4272  -5.6598  -14.1644
N  -4.9440  9.5004  1.6080
C  -5.7124  8.5303  2.1628
N  -6.3015  7.6941  1.2726
O  -5.8619  8.4184  3.3706
H  -4.8082  9.6093  0.6197
H  -4.4894  10.1414  2.2373
H  -6.8803  6.9597  1.6464
H  -6.1915  7.7686  0.2778
N  7.2590  -7.8809  -12.5902
C  6.0791  -8.4615  -12.9195
N  5.9422  -9.7424  -12.4967
O  5.2090  -7.8782  -13.5466
H  7.9858  -8.3440  -12.0757
H  7.4002  -6.9286  -12.8861
H  5.0789  -10.2096  -12.7209
H  6.6451  -10.2393  -11.9807

The value obtained for the highest occupied orbital energy is -7.72 eV. As for the LUMO energy: 0.418 eV. Its structure (SMILES) is COCCO[C@H](c1ccccc1)P(O)(O)=S.NC(N)=O.NC(N)=O.NC(N)=O.NC(N)=O.NC(N)=O.NC(N)=O.NC(N)=O.NC(N)=O.NC(N)=O.NC(N)=O. As for the multiplicity: 1. As for the orbital gap: 8.14 eV. The strongest force on any atom comes out at 0.0873 hartree/bohr.